The following is a DFT calculation (ωB97M-V/def2-TZVPD) of a molecular structure, C21H29AsBr2N3OV.

Summary:
**Expectation value of S²**: 3.78
**HOMO-LUMO gap (alpha / beta)**: 6.908 / 7.195 eV
**2S+1**: 4
**E_tot**: -255371.6904 eV
**Relative energy (zero: lowest compared OMol25 entry of this formula, charge and spin)**: 0.8565 eV
**LUMO energy (alpha / beta)**: -3.48 / -3.73 eV
**Total charge**: +1
**HOMO level (alpha / beta)**: -10.390 / -10.923 eV

```
58
Properties=species:S:1:pos:R:3:forces:R:3:mulliken_charge:R:1
V -0.775 -0.505 -1.232 0.0 -2.8 -0.6 0.473
C -0.267 3.596 -1.707 -0.1 -0.1 0.0 -1.780
C -0.796 2.212 -1.526 1.0 0.1 0.2 0.452
N -0.029 1.194 -1.223 0.1 2.7 -0.5 1.218
N 1.313 1.331 -1.108 0.8 0.2 0.0 -1.431
C 1.866 0.129 -1.231 -0.6 0.6 -0.2 0.474
O 1.128 -0.919 -1.359 1.2 -0.4 -0.2 -0.849
C 3.331 0.039 -1.302 0.1 -0.2 0.1 0.519
C 4.131 1.158 -1.067 -0.1 0.0 0.0 -0.288
C 5.507 1.051 -1.162 0.0 0.0 0.0 -0.779
C 6.090 -0.164 -1.499 0.0 0.0 0.0 -0.362
C 5.297 -1.279 -1.730 0.1 0.0 0.0 -0.754
C 3.920 -1.181 -1.628 -0.1 0.0 0.0 -0.175
C -2.198 1.855 -1.653 -0.6 -0.1 0.0 0.838
C -3.196 2.757 -2.004 0.2 0.0 0.1 -0.920
C -4.504 2.319 -2.099 0.0 -0.1 0.0 -0.547
C -4.793 0.990 -1.821 0.0 0.1 0.0 -0.853
C -3.754 0.145 -1.481 -0.1 0.0 0.0 -0.160
N -2.478 0.542 -1.412 -1.3 0.9 -0.4 0.290
H 0.815 3.569 -1.644 0.0 0.0 0.0 0.369
H -0.653 4.259 -0.929 0.0 0.0 0.0 0.341
H -0.560 4.006 -2.675 0.0 0.0 0.0 0.394
H 3.659 2.098 -0.816 0.0 0.0 0.0 0.442
H 6.130 1.916 -0.975 0.0 0.0 0.0 0.403
H 7.166 -0.238 -1.586 0.0 0.0 0.0 0.405
H 5.757 -2.223 -1.990 0.0 0.0 0.0 0.410
H 3.286 -2.040 -1.806 0.0 0.0 0.0 0.377
H -2.939 3.787 -2.205 0.0 0.0 0.0 0.471
H -5.293 3.002 -2.384 0.0 0.0 0.0 0.451
H -5.803 0.611 -1.876 0.0 0.0 0.0 0.436
H -3.948 -0.895 -1.248 0.0 0.0 0.0 0.403
Br -1.685 -2.716 -1.813 -0.5 -1.3 -0.3 -0.116
C -0.706 -4.392 -1.380 0.3 0.1 0.1 -0.693
Br 0.975 -4.100 -0.525 -0.2 0.0 -0.1 -0.048
H -0.548 -4.900 -2.322 -0.1 0.1 -0.1 0.484
H -1.350 -4.952 -0.714 -0.1 0.1 0.0 0.412
C 1.882 -1.214 2.013 -0.1 0.0 0.0 -1.021
C 0.877 -0.067 2.112 0.0 -0.2 -0.1 -0.959
As -0.788 -0.450 1.152 -0.3 -0.1 1.9 0.952
C -1.421 -2.119 1.986 0.1 0.2 0.2 -0.492
C -1.390 -2.185 3.512 0.0 0.0 -0.2 -1.190
C -2.010 0.958 1.803 0.2 -0.1 0.1 -0.437
C -1.864 1.399 3.257 0.0 -0.1 -0.1 -1.230
H 2.812 -0.949 2.515 0.0 0.0 0.0 0.395
H 2.116 -1.450 0.976 0.0 0.0 0.0 0.004
H 1.493 -2.120 2.482 0.0 0.0 0.0 0.302
H 1.283 0.848 1.678 0.0 0.0 0.0 0.535
H 0.626 0.129 3.154 0.0 0.1 0.0 0.633
H -0.780 -2.897 1.571 0.0 0.0 -0.1 0.181
H -2.431 -2.290 1.607 0.0 0.0 -0.1 0.481
H -0.402 -1.934 3.897 0.0 0.0 0.1 0.276
H -1.633 -3.193 3.847 0.0 0.0 0.0 0.396
H -2.115 -1.505 3.956 0.0 0.0 0.0 0.256
H -3.022 0.602 1.599 0.0 0.0 0.0 0.418
H -1.830 1.809 1.142 0.0 0.0 0.0 0.251
H -2.075 0.587 3.949 0.0 0.0 0.0 0.202
H -2.564 2.208 3.470 0.0 0.0 0.0 0.428
H -0.859 1.769 3.455 0.0 0.0 0.1 0.310
```
Positions in Å, forces in eV/Å.

=====

The following is a DFT calculation (ωB97M-V/def2-TZVPD) of a single C4H6O2 molecule.

Summary:
**Structure (SMILES)**: O=CC1(O)CC1
**HOMO-LUMO gap**: 10.646 eV
**E_tot**: -8337.1448 eV
**Relative energy (zero: lowest compared OMol25 entry of this formula, charge and spin)**: 3.3163 eV
**LUMO energy**: 0.77 eV
**HOMO level**: -9.873 eV

```
12
Properties=species:S:1:pos:R:3:forces:R:3:mulliken_charge:R:1
O -1.586 1.724 -1.094 0.3 -0.4 0.2 -0.469
C -1.263 0.671 -0.621 -0.6 0.2 0.0 0.114
C 0.030 -0.072 -0.536 -0.2 0.2 0.0 0.536
O -0.139 -1.382 -1.008 -0.2 -0.1 0.2 -0.495
C 1.407 0.181 -0.011 0.0 0.0 -0.1 -0.465
C 0.243 0.023 0.957 -0.3 0.1 0.3 -0.822
H -1.930 0.045 0.079 -0.2 0.7 -1.2 0.180
H -0.286 -1.989 -0.269 0.0 0.0 -0.1 0.309
H 1.858 1.173 -0.004 -0.3 -0.2 0.1 0.248
H 2.105 -0.614 -0.259 -0.2 0.1 0.2 0.223
H -0.019 0.989 1.383 -0.1 -0.1 -0.1 0.207
H -0.421 -0.747 1.382 1.6 -0.4 0.5 0.435
```
Positions in Å, forces in eV/Å.

=====

The following is a DFT calculation (ωB97M-V/def2-TZVPD) of 2 unconnected molecules or ions with the total composition C4H9O2.

Summary:
**HOMO-LUMO gap**: 7.543 eV
**E_tot**: -8389.1243 eV
**Relative energy (zero: lowest compared OMol25 entry of this formula, charge and spin)**: 1.3675 eV
**LUMO energy**: 3.82 eV
**Total charge**: -1
**HOMO level**: -3.727 eV

```
15
Properties=species:S:1:pos:R:3:forces:R:3:mulliken_charge:R:1
C 0.772 0.481 0.502 0.6 1.1 1.5 -0.516
C 2.065 1.164 1.072 -2.2 0.9 0.3 -0.967
H 0.433 -0.273 1.223 -0.1 0.1 -0.3 0.261
H 0.126 1.348 0.580 -0.9 -0.5 -0.4 0.262
H 0.696 0.097 -0.510 0.7 0.2 0.2 0.073
H 2.433 1.849 0.297 0.2 0.0 0.5 0.277
H 2.816 0.492 1.403 0.9 -0.6 0.2 0.337
H 1.645 1.761 1.991 1.3 -0.9 -1.6 0.222
C -1.096 -1.428 -1.090 -1.8 -1.2 0.4 -1.270
C -2.336 -0.294 -0.739 2.6 -1.7 2.2 0.615
O -3.274 -0.807 -0.050 0.9 1.5 -1.8 -0.703
O -1.907 0.859 -0.997 -1.8 -0.8 -0.1 -0.662
H -0.225 -0.992 -1.476 0.9 1.0 -0.8 0.461
H -1.454 -2.091 -1.875 -0.3 -0.1 -0.3 0.373
H -0.693 -2.165 -0.332 -1.0 1.0 0.0 0.237
```
Positions in Å, forces in eV/Å.

=====

The following is a DFT calculation (ωB97M-V/def2-TZVPD) of a molecular structure, C27H23HfN7OS.

Summary:
**HOMO-LUMO gap**: 5.992 eV
**E_tot**: -52981.2054 eV
**Relative energy (zero: lowest compared OMol25 entry of this formula, charge and spin)**: 0.0000 eV
**LUMO energy**: -7.52 eV
**Total charge**: +2
**HOMO level**: -13.516 eV

```
60
Properties=species:S:1:pos:R:3:forces:R:3:mulliken_charge:R:1
Hf 0.313 1.052 0.320 0.7 0.6 -3.2 0.433
N -3.730 2.986 0.411 0.7 -0.3 -0.1 -0.387
C -2.600 2.258 0.476 -0.9 0.2 0.3 0.838
S -1.229 3.055 -0.224 1.0 -0.7 0.2 -0.540
N -2.671 1.093 1.083 -0.6 -0.3 0.0 -1.343
N -1.520 0.395 1.168 -0.3 -2.5 2.1 0.848
C -1.493 -0.816 1.803 -1.8 1.8 -0.7 0.889
C -2.725 -1.559 2.192 -0.2 0.3 0.6 0.087
C -3.787 -1.616 1.276 0.8 -0.1 -1.1 -0.190
C -4.968 -2.298 1.570 0.8 0.9 0.9 -0.815
C -5.122 -2.804 2.878 -1.6 0.1 -1.4 -0.341
C -4.116 -2.704 3.800 0.8 -0.4 1.0 -0.769
C -2.910 -2.122 3.480 0.7 1.2 -0.9 -0.298
C -0.175 -1.398 2.016 1.5 -0.1 0.0 0.414
C 0.015 -2.717 2.535 1.0 1.5 -1.2 -0.639
C 1.284 -3.286 2.425 0.8 1.6 -0.5 -0.678
C 2.394 -2.474 2.037 -1.4 -0.4 -0.6 -0.687
C 2.124 -1.219 1.534 0.0 1.9 0.8 -0.018
N 0.889 -0.605 1.556 -0.2 -3.7 1.2 0.137
H -3.670 3.892 -0.029 -0.4 -0.2 0.1 0.220
H -4.602 2.588 0.714 -0.1 0.1 0.1 0.250
H -3.553 -1.149 0.288 -0.8 -0.5 0.8 0.330
H -5.780 -2.255 0.862 -0.1 -0.4 0.0 0.418
H -6.121 -3.184 3.139 0.7 -0.1 0.0 0.374
H -4.194 -3.088 4.812 -0.4 0.0 -0.1 0.400
H -2.160 -1.922 4.248 -0.2 -0.4 -0.1 0.537
H -0.800 -3.287 2.921 -0.5 -0.2 -0.1 0.565
H 1.422 -4.339 2.529 0.1 -0.5 0.6 0.486
H 3.416 -2.822 1.978 -0.1 -0.2 0.1 0.438
H 2.934 -0.535 1.214 -0.4 -0.7 0.1 0.330
C 4.117 2.166 -1.833 0.3 -0.4 -0.6 -1.643
C 2.972 1.979 -0.920 -0.5 -2.3 -2.2 1.205
N 2.091 0.991 -1.118 0.5 2.2 1.7 0.900
N 2.081 0.185 -2.196 -0.9 0.1 0.5 -1.109
C 0.857 -0.393 -2.258 2.4 0.6 -1.2 0.546
O -0.021 -0.232 -1.319 -0.2 0.5 0.5 -0.848
C 0.634 -1.110 -3.521 -3.5 -0.8 1.5 0.150
C -0.634 -1.709 -3.733 0.1 0.0 -0.1 -0.223
C -0.905 -2.434 -4.897 -0.3 0.1 1.3 -0.787
C 0.063 -2.535 -5.866 1.1 0.6 -0.3 -0.318
C 1.310 -1.886 -5.686 -1.3 -0.5 -0.1 -0.887
C 1.551 -1.217 -4.516 1.5 0.2 -0.6 0.116
C 2.727 2.881 0.165 -0.3 0.9 1.9 0.537
C 3.376 4.133 0.331 -0.2 -0.4 -1.1 -0.896
C 3.006 4.961 1.376 -0.6 -0.3 1.1 -0.312
C 2.009 4.556 2.319 1.0 -1.2 -1.9 -0.969
C 1.504 3.260 2.153 0.4 0.1 0.5 0.144
N 1.820 2.435 1.105 0.8 1.8 0.4 0.087
H 4.186 1.279 -2.500 0.0 0.8 0.3 0.327
H 5.047 2.282 -1.278 0.1 -0.1 0.1 0.428
H 4.017 3.088 -2.413 -0.1 -0.2 -0.2 0.388
H -1.437 -1.597 -3.009 0.3 0.0 0.1 0.413
H -1.868 -2.947 -4.966 0.3 0.3 -0.3 0.398
H -0.171 -3.053 -6.776 0.2 -0.2 -0.3 0.414
H 2.069 -1.861 -6.444 0.1 -0.3 -0.3 0.431
H 2.500 -0.758 -4.361 0.6 0.3 -0.1 0.520
H 4.080 4.535 -0.442 -0.6 -0.8 0.9 0.347
H 3.552 5.892 1.513 -0.4 0.0 -0.1 0.440
H 1.679 5.200 3.105 0.0 0.1 0.5 0.480
H 0.925 2.791 2.974 0.0 0.4 -0.8 0.429
```
Positions in Å, forces in eV/Å.